# 1
Density functional theory data (ωB97M-V with the def2-TZVPD basis set) for 2 unconnected molecules or ions with the total composition C4H12 in a non-equilibrium geometry.

```
16
Properties=species:S:1:pos:R:3:nbo_charge:R:1
C -1.6699 1.1335 -0.4018 -0.61
C -1.4688 2.2469 0.6348 -0.60
H -0.7409 0.9116 -0.9063 0.21
H -2.1429 0.3192 0.1448 0.21
H -2.4428 1.4585 -1.0991 0.20
H -0.9380 3.1422 0.3234 0.20
H -2.4438 2.5986 0.9833 0.20
H -0.9772 1.8719 1.5342 0.20
C 1.6730 -1.1007 -0.6009 -0.61
C 1.4821 -2.2766 0.3216 -0.62
H 0.9829 -1.1610 -1.4445 0.21
H 1.4050 -0.1342 -0.1706 0.20
H 2.7246 -1.1086 -0.8668 0.21
H 2.3274 -2.4141 1.0143 0.20
H 1.4818 -3.2357 -0.2000 0.20
H 0.6796 -2.2758 1.0651 0.21
```

Computed properties:
Molecular weight in u: 60.1
Highest occupied orbital energy in eV: -11.62
SMILES: CC.CC
Energy above the lowest of the compared OMol25 structures with the same formula, charge and spin in kcal/mol: 8.2
Frontier orbital gap in eV: 12.7491

=====

# 2
Density functional theory data (ωB97M-V with the def2-TZVPD basis set) for a molecular structure, C32H29BF2IN4O5W.

```
75
Properties=species:S:1:pos:R:3:mulliken_charge:R:1
W -0.4016 -0.2783 0.5738 1.38
O -1.7968 6.6829 -0.1105 -0.72
C -2.3413 5.9101 0.6985 0.29
O -3.2244 6.1033 1.5509 -0.71
C -1.8414 4.4529 0.6169 0.19
C -1.2434 3.9638 -0.5368 -1.00
C -0.8175 2.6523 -0.5959 -0.35
N -0.9386 1.8145 0.4431 1.46
C -1.5016 2.2895 1.5758 1.27
C -1.9682 3.5771 1.6935 -0.86
C -1.5799 1.2775 2.6984 -0.67
O -1.5947 1.6264 3.8581 -0.69
O -1.5914 0.0422 2.2561 -0.45
H -1.1077 4.6339 -1.3743 0.52
H -0.3578 2.2367 -1.4808 0.13
H -2.4295 3.9089 2.6130 0.56
C -1.4850 -3.0908 1.5860 -0.93
N -0.4770 -2.6997 0.5768 0.08
C 0.6945 -3.5686 0.7823 -1.22
C -1.0100 -2.9716 -0.7840 -1.49
C -2.2405 -2.1501 -0.9944 1.80
C -3.3941 -2.6606 -1.5683 -0.72
C -4.5362 -1.8728 -1.6400 -0.71
C -4.5130 -0.5944 -1.1024 -0.95
C -3.3550 -0.0982 -0.5115 -1.14
C -2.1877 -0.8600 -0.4615 0.21
H -1.9033 -4.0722 1.3291 0.33
H -2.2869 -2.3611 1.6530 0.30
H -0.9938 -3.1588 2.5508 0.21
H 0.3708 -4.6172 0.7757 0.46
H 1.1480 -3.3504 1.7459 0.26
H 1.4235 -3.4077 -0.0016 0.32
H -1.2070 -4.0469 -0.8950 0.61
H -0.2208 -2.6886 -1.4855 0.14
H -3.4065 -3.6761 -1.9517 0.41
H -5.4400 -2.2612 -2.0922 0.37
H -5.4048 0.0200 -1.1304 0.46
H -3.3736 0.9021 -0.0942 0.39
I -1.2925 -1.7206 5.1058 0.10
C 0.6913 -1.7151 4.4182 -0.17
C 1.6331 -2.2363 5.3092 -0.66
C 2.9621 -2.2227 4.9397 -0.39
C 3.3044 -1.6845 3.7053 -1.17
C 2.2928 -1.2021 2.8997 0.03
N 0.9928 -1.2226 3.2350 0.44
H 1.3140 -2.6301 6.2624 0.41
H 3.7164 -2.6191 5.6075 0.38
H 4.3283 -1.6305 3.3638 0.48
H 2.5268 -0.7639 1.9390 0.45
F 2.2512 -1.6763 -0.7643 -0.25
B 1.6086 -0.5340 -0.3638 0.34
F 2.5246 0.4826 -0.2636 -0.19
C 3.2548 2.8349 2.1170 -1.41
C 1.8279 2.6763 1.6384 -0.20
O 1.2573 1.4532 2.1163 -0.04
H 3.6892 3.7535 1.7189 0.43
H 3.8563 1.9907 1.7787 0.28
H 3.3018 2.8872 3.2071 0.34
H 1.7944 2.6120 0.5536 0.17
H 1.2034 3.5205 1.9460 0.39
H 1.0506 1.5376 3.0550 0.21
N 2.4819 0.1342 -9.1142 -0.53
C 2.1437 0.1087 -8.0157 -0.01
C 1.7238 0.0771 -6.6362 0.58
C 1.4642 -1.1455 -6.0206 -0.83
C 1.0566 -1.1772 -4.7015 -0.35
C 0.9014 0.0097 -3.9766 0.03
C 1.1709 1.2303 -4.6043 -0.33
C 1.5767 1.2654 -5.9244 -0.83
C 0.4808 -0.0389 -2.6147 0.99
C 0.1598 -0.1384 -1.4357 -1.09
H 1.5856 -2.0639 -6.5788 0.42
H 0.8557 -2.1216 -4.2147 0.49
H 1.0607 2.1497 -4.0458 0.50
H 1.7828 2.2105 -6.4082 0.44
```

Computed properties:
Molecular weight in u: 909.2
Highest occupied orbital energy (alpha / beta) in eV: -5.15 / -5.55
Charge: -1
⟨S²⟩: 2.025
Energy above the lowest of the compared OMol25 structures with the same formula, charge and spin in kcal/mol: 57.7
Frontier orbital gap (alpha / beta) in eV: 6.8419 / 6.9748
Multiplicity: 3

=====

# 3
Density functional theory data (ωB97M-V with the def2-TZVPD basis set) for 2 unconnected molecules or ions with the total composition CH6O2 in a non-equilibrium geometry.

```
9
Properties=species:S:1:pos:R:3:nbo_charge:R:1
C -1.3925 -0.5061 0.0089 -0.27
O -0.6132 0.7213 0.0908 -0.73
H -1.1646 -1.0366 0.9850 0.20
H -2.4509 -0.3310 -0.0911 0.17
H -1.1616 -1.2227 -0.7944 0.18
H -1.0311 1.2776 -0.5869 0.47
O 1.9359 -0.2585 -0.0746 -0.97
H 2.4475 0.3482 0.5525 0.46
H 1.1342 0.2987 -0.2485 0.49
```

Computed properties:
Molecular weight in u: 50.1
Highest occupied orbital energy in eV: -10.69
SMILES: CO.O
Energy above the lowest of the compared OMol25 structures with the same formula, charge and spin in kcal/mol: 6.0
Frontier orbital gap in eV: 11.4449

=====

# 4
Density functional theory data (ωB97M-V with the def2-TZVPD basis set) for a single C6H10O molecule.

```
17
Properties=species:S:1:pos:R:3:nbo_charge:R:1
C -2.1259 -0.2350 0.3648 -0.64
C -0.8672 0.5609 0.5375 -0.15
C 0.2393 0.5006 -0.2101 -0.01
C 1.3155 1.5518 -0.1151 -0.63
C 0.5608 -0.7690 -0.9802 -0.54
C 1.0140 -1.6015 0.2094 0.46
O 0.2669 -2.2175 0.9295 -0.53
H -2.9262 0.4910 0.1745 0.22
H -2.0926 -0.9189 -0.4868 0.21
H -2.4076 -0.8137 1.2503 0.23
H -0.8908 1.2919 1.3440 0.19
H 1.1545 2.3128 -0.8900 0.22
H 1.2849 2.0605 0.8535 0.22
H 2.3249 1.1522 -0.2667 0.21
H 1.3640 -0.6447 -1.7146 0.22
H -0.3036 -1.2311 -1.4643 0.24
H 2.0895 -1.4906 0.4643 0.11
```

Computed properties:
Molecular weight in u: 98.1
Highest occupied orbital energy in eV: -8.83
SMILES: C/C=C(/C)CC=O
Energy above the lowest of the compared OMol25 structures with the same formula, charge and spin in kcal/mol: 18.5
Frontier orbital gap in eV: 9.7994

=====

# 5
Density functional theory data (ωB97M-V with the def2-TZVPD basis set) for a single C21H27ClN6O molecule in a non-equilibrium geometry.

```
56
Properties=species:S:1:pos:R:3:nbo_charge:R:1
C 5.4789 -1.0299 0.2008 -0.25
O 4.6019 -1.5925 1.1533 -0.53
C 3.2438 -1.3967 0.8778 -0.08
C 2.7472 0.0212 1.2553 -0.26
N 2.4104 0.8072 0.1025 -0.19
N 3.2417 0.9178 -0.9423 -0.08
N 2.6830 1.6501 -1.8085 -0.06
N 1.4912 2.0545 -1.3968 -0.34
C 1.3060 1.5373 -0.2008 0.36
C 0.0637 1.6879 0.6139 -0.08
C -0.3426 3.1836 0.6191 -0.22
C -1.6485 3.4340 1.3670 -0.61
C 0.7798 4.0000 1.2601 -0.61
N -0.8798 0.7215 0.0739 -0.46
C -1.7990 0.1135 1.0176 -0.23
C -1.0518 -0.7611 1.9837 -0.07
C -1.1484 -0.6069 3.3607 -0.17
C -0.4117 -1.4397 4.1887 -0.25
C 0.4051 -2.3937 3.6027 0.02
N 0.5082 -2.5495 2.2921 -0.43
C -0.2038 -1.7594 1.5098 0.03
C -1.4567 1.0272 -1.2244 -0.29
C -1.6860 -0.2631 -1.9671 0.03
C -0.5866 -1.0437 -2.3099 -0.20
C -0.7341 -2.2579 -2.9517 -0.22
C -2.0014 -2.7185 -3.2695 -0.19
C -3.1111 -1.9619 -2.9425 -0.24
C -2.9476 -0.7481 -2.2921 -0.05
Cl -4.3759 0.1548 -1.8913 -0.01
H 6.4856 -1.2638 0.5402 0.19
H 5.3127 -1.4683 -0.7893 0.17
H 5.3578 0.0543 0.1198 0.18
H 2.7061 -2.1365 1.4764 0.23
H 3.0346 -1.5819 -0.1853 0.18
H 1.8616 -0.0453 1.8872 0.23
H 3.5443 0.5251 1.8124 0.23
H 0.2727 1.3835 1.6465 0.22
H -0.4554 3.5067 -0.4192 0.22
H -2.4917 2.9671 0.8654 0.21
H -1.8416 4.5037 1.4138 0.22
H -1.5862 3.0571 2.3867 0.20
H 1.7094 3.8895 0.7072 0.22
H 0.5180 5.0550 1.2661 0.22
H 0.9463 3.6825 2.2888 0.20
H -2.4796 -0.5163 0.4377 0.23
H -2.4062 0.8440 1.5717 0.18
H -1.7944 0.1532 3.7795 0.22
H -0.4680 -1.3465 5.2621 0.22
H 1.0076 -3.0635 4.2013 0.20
H -0.0958 -1.9177 0.4446 0.21
H -0.7296 1.6247 -1.7794 0.25
H -2.3921 1.5966 -1.1441 0.20
H 0.3979 -0.6735 -2.0683 0.22
H 0.1358 -2.8435 -3.2073 0.22
H -2.1287 -3.6646 -3.7727 0.22
H -4.1041 -2.3080 -3.1843 0.23
```

Computed properties:
Molecular weight in u: 414.9
Highest occupied orbital energy in eV: -8.78
SMILES: COCCn1nnnc1[C@@H](C(C)C)N(Cc1cccnc1)Cc1ccccc1Cl
Energy above the lowest of the compared OMol25 structures with the same formula, charge and spin in kcal/mol: 5.1
Frontier orbital gap in eV: 9.3409

=====

# 6
Density functional theory data (ωB97M-V with the def2-TZVPD basis set) for 4 unconnected molecules or ions with the total composition C29H59BrNO10S in a non-equilibrium geometry.

```
101
Properties=species:S:1:pos:R:3:mulliken_charge:R:1
C 3.8262 -0.8975 2.3605 -0.96
C 3.9702 -0.0781 0.9096 0.96
C 5.3330 -0.5201 0.0813 -1.26
C 3.8731 1.5234 1.2449 0.53
C 5.1853 2.4076 0.8180 -1.27
C 2.5036 2.2460 0.6185 -0.81
O 1.3701 1.3478 1.0190 -0.15
S 0.2998 1.2647 -0.3095 0.31
Br 0.9221 -0.3733 -1.7594 0.02
C -1.4284 0.8658 0.4136 0.70
C -2.3808 0.0207 -0.5525 -0.10
C -3.8961 -0.3404 -0.0736 -0.33
C -4.1836 0.2805 1.4059 -0.35
C -3.0131 1.0647 2.1729 -0.22
N -1.6179 1.4121 1.7821 -0.31
H 4.8945 -1.0570 2.8130 0.17
H 3.0722 -0.3453 3.0721 0.24
H 3.3285 -1.9341 2.0870 0.36
H 3.0607 -0.4879 0.2540 -0.25
H 5.1839 -0.1933 -1.0489 0.30
H 6.3303 -0.1369 0.5587 0.28
H 5.3119 -1.7129 0.0582 0.36
H 3.7627 1.6182 2.4224 -0.06
H 4.8438 3.5508 0.8661 0.37
H 6.0084 2.2561 1.6520 0.28
H 5.5705 2.2366 -0.2740 0.29
H 2.4230 3.3143 1.1055 0.26
H 2.5660 2.4013 -0.5448 0.44
H -2.0111 -0.3202 -1.6148 0.13
H -4.6733 -0.9456 -0.7056 0.38
H -5.2436 0.1491 1.9030 0.32
H -3.3032 1.4501 3.2678 0.30
C -8.7430 -5.9316 -3.1016 -0.81
O -7.9402 -5.1392 -3.9604 -0.29
C -8.2670 -3.7517 -3.9068 -0.60
C -7.0043 -2.8873 -3.9601 -0.27
O -6.2150 -2.9217 -2.7611 -0.42
C -5.5061 -4.1407 -2.4961 -0.30
C -4.3696 -4.4347 -3.4825 -0.54
O -4.8965 -4.8776 -4.7348 -0.28
C -4.1268 -4.4512 -5.8453 -0.73
H -9.7562 -6.0130 -3.5049 0.33
H -8.3022 -6.9301 -3.0436 0.23
H -8.7692 -5.5153 -2.0907 0.36
H -8.8268 -3.5106 -2.9962 0.35
H -8.8977 -3.5299 -4.7737 0.39
H -7.3213 -1.8440 -4.0689 0.40
H -6.3933 -3.1102 -4.8350 0.11
H -6.1956 -4.9816 -2.4094 0.07
H -5.0592 -4.0066 -1.5047 0.44
H -3.7349 -5.2351 -3.0905 0.43
H -3.7637 -3.5262 -3.6061 0.27
H -3.9150 -3.3786 -5.7904 0.28
H -4.7045 -4.6389 -6.7531 0.24
H -3.1939 -5.0179 -5.8914 0.32
C -3.9006 6.6698 -4.7222 -0.81
O -3.2453 5.4768 -5.1190 -0.28
C -1.8601 5.6681 -5.4005 -0.55
C -1.0269 4.4918 -4.8844 -0.24
O -0.9032 4.4390 -3.4549 -0.50
C -2.0819 4.0719 -2.7235 -0.43
C -2.5242 2.6185 -2.9317 -0.16
O -3.1310 2.4597 -4.2156 -0.33
C -2.8729 1.1956 -4.8013 -0.72
H -4.0252 7.3332 -5.5825 0.33
H -4.8864 6.4064 -4.3306 0.23
H -3.3470 7.1784 -3.9279 0.37
H -1.4877 6.5948 -4.9497 0.35
H -1.7538 5.7412 -6.4877 0.40
H -0.0052 4.6196 -5.2594 0.41
H -1.3769 3.5383 -5.2804 0.05
H -2.8940 4.7745 -2.9151 0.07
H -1.8162 4.1902 -1.6671 0.46
H -3.2697 2.3455 -2.1788 0.46
H -1.6492 1.9627 -2.8225 0.11
H -1.8057 0.9543 -4.7654 0.31
H -3.1784 1.2363 -5.8492 0.27
H -3.4518 0.4231 -4.2898 0.28
C 5.2980 1.6406 5.5528 -0.61
O 5.5401 0.8049 6.6723 -0.31
C 4.5820 -0.2436 6.8034 -0.33
C 5.2519 -1.5484 7.2428 -0.32
O 6.0489 -2.1739 6.2254 -0.48
C 7.2818 -1.5223 5.8873 -0.14
C 8.3350 -1.5518 7.0013 -0.69
O 7.9950 -0.6258 8.0353 -0.27
C 8.3675 -1.0722 9.3275 -0.82
H 4.4259 2.2735 5.7390 0.37
H 6.1738 2.2772 5.4035 0.33
H 5.1515 1.0501 4.6441 0.08
H 4.0495 -0.4150 5.8611 0.11
H 3.8572 0.0679 7.5624 0.39
H 4.4577 -2.2677 7.4723 0.43
H 5.8226 -1.4247 8.1634 0.10
H 7.1009 -0.5088 5.5268 0.04
H 7.6827 -2.0840 5.0362 0.42
H 9.3087 -1.2549 6.6002 0.41
H 8.4073 -2.5757 7.3937 0.34
H 8.0312 -2.0992 9.5027 0.37
H 7.8858 -0.4252 10.0639 0.23
H 9.4514 -1.0047 9.4466 0.33
```

Computed properties:
Molecular weight in u: 693.8
Highest occupied orbital energy in eV: -10.54
Charge: +1
Energy above the lowest of the compared OMol25 structures with the same formula, charge and spin in kcal/mol: 208.6
Frontier orbital gap in eV: 4.8125

=====

# 7
Density functional theory data (ωB97M-V with the def2-TZVPD basis set) for 3 unconnected molecules or ions with the total composition C3H10N2O2 in a non-equilibrium geometry.

```
17
Properties=species:S:1:pos:R:3:nbo_charge:R:1
O 1.2062 1.9566 -1.2519 -0.58
N 1.3476 1.3491 -0.1345 -0.10
C 0.5325 1.1689 0.8675 0.29
O 0.8645 0.4767 1.9665 -0.67
H 2.2969 0.7392 -0.0929 0.34
H -0.3493 1.8016 0.7324 0.20
H 1.6697 -0.0861 1.8385 0.50
C -3.1153 0.2213 -1.2445 -0.37
C -2.9989 -0.1713 -0.0135 -0.38
H -2.5475 -0.0750 -2.0335 0.19
H -3.9613 0.8699 -1.3502 0.19
H -2.3880 -0.9695 0.3832 0.19
H -3.6503 0.2801 0.7001 0.18
N 2.7604 -1.7686 -0.0220 -1.10
H 2.7072 -1.4862 -0.9476 0.38
H 2.0061 -2.1075 0.4497 0.37
H 3.6195 -2.1992 0.1528 0.37
```

Computed properties:
Molecular weight in u: 106.1
Highest occupied orbital energy in eV: -8.03
SMILES: [O-]/[NH+]=C/O.C=C.N
Energy above the lowest of the compared OMol25 structures with the same formula, charge and spin in kcal/mol: 125.1
Frontier orbital gap in eV: 8.4806

=====

# 8
Density functional theory data (ωB97M-V with the def2-TZVPD basis set) for a gas-phase ion, C11H13N4 (charge +1) in a non-equilibrium geometry.

```
28
Properties=species:S:1:pos:R:3:nbo_charge:R:1
C 0.6890 2.1417 1.4119 0.41
N 0.5953 2.6134 0.3274 -0.28
C 0.2246 1.8800 -0.7760 -0.05
C 0.1248 2.3981 -2.0702 0.31
C 0.2045 3.8067 -2.3187 -0.66
N -0.0843 1.5148 -3.0552 -0.45
C -0.3015 0.2512 -2.7832 0.49
C -0.3191 -0.7428 -3.9107 -0.66
N -0.4111 -0.2497 -1.5204 -0.47
C -0.0028 0.4939 -0.5280 0.40
N 0.1147 0.1456 0.7713 -0.45
C -0.2811 -0.8223 1.4555 0.29
C 0.0345 -1.0017 2.8304 -0.32
C -0.8952 -1.7589 3.7592 -0.37
C 0.2650 -2.4511 3.2373 -0.36
H 1.0149 2.3781 2.3949 0.26
H -0.4132 4.1937 -3.2567 0.28
H -0.3299 4.2151 -1.3357 0.23
H 1.2175 4.1546 -2.2484 0.26
H -0.5481 -1.8525 -3.4873 0.24
H -1.0960 -0.4896 -4.5259 0.24
H 0.6389 -0.6741 -4.5232 0.26
H -1.0056 -1.5051 1.0652 0.21
H 0.6461 -0.2954 3.4200 0.24
H -1.0372 -1.5840 4.8004 0.25
H -1.7834 -2.0272 3.3400 0.22
H 1.2162 -2.6124 3.8480 0.25
H 0.0538 -3.2410 2.4953 0.24
```

Computed properties:
Molecular weight in u: 201.3
Highest occupied orbital energy in eV: -13.20
SMILES: C#[N+]c1c(C)nc(C)nc1/N=C/C1CC1
Charge: +1
Energy above the lowest of the compared OMol25 structures with the same formula, charge and spin in kcal/mol: 45.8
Frontier orbital gap in eV: 8.4602